# H6NaO7S

A structure of composition H6NaO7S in a non-equilibrium geometry (the ωB97M-V functional and the def2-TZVPD basis, the OMol25 dataset).

Results
Total charge: -1
LUMO: 1.66 eV
Orbital gap: 0.18317 Ha
Relative energy (zero: lowest compared OMol25 entry of this formula, charge and spin): 258.4 kcal per mole

Structure (XYZ):
```
15
Properties=species:S:1:pos:R:3:lowdin_charge:R:1
Na -0.13 -0.87 0.47 0.23
S 1.23 1.43 0.73 0.32
O -0.07 2.07 0.98 -0.22
O 0.97 0.10 0.31 -0.39
O 1.92 2.08 -0.40 -0.40
O 2.05 1.42 1.98 -0.40
O 0.79 -1.86 -0.81 -0.03
H 0.44 -2.55 -0.24 0.08
H 0.48 -2.10 -1.69 0.07
O -1.04 -0.80 -1.05 -0.05
H -0.89 -1.24 -1.88 0.08
H -1.89 -0.38 -1.15 0.09
O -1.23 0.64 1.21 -0.11
H -2.05 0.87 0.78 0.04
H -0.57 1.19 0.78 -0.31
```

***

# C26H28AsF3N4O4ReS2

A structure of composition C26H28AsF3N4O4ReS2 (the ωB97M-V functional and the def2-TZVPD basis, the OMol25 dataset).

Results
LUMO (spin up / spin down): -1.92 / -1.91 eV
Orbital gap (spin up / spin down): 0.23410 / 0.23052 Ha
Relative energy (zero: lowest compared OMol25 entry of this formula, charge and spin): 30.1 kcal per mole
2S+1: 2

Structure (XYZ):
```
69
Properties=species:S:1:pos:R:3:lowdin_charge:R:1
Re 0.09 -0.90 -0.27 1.09
O -0.96 3.08 -2.03 -0.03
C -0.28 2.62 -1.07 -0.69
O 0.94 2.63 -0.89 -0.02
C -1.08 2.08 0.13 -0.15
C -2.03 2.90 0.73 0.02
C -2.58 2.55 1.95 -0.02
C -2.14 1.39 2.57 0.02
C -1.23 0.60 1.91 -0.19
N -0.75 0.90 0.69 0.00
C -0.63 -0.64 2.53 -0.57
O -0.90 -0.98 3.66 0.11
O 0.24 -1.19 1.74 -0.23
H -2.29 3.81 0.22 0.13
H -3.31 3.19 2.42 0.12
H -2.46 1.08 3.56 0.13
C 3.72 -0.25 -2.54 -0.16
C 3.48 0.81 -1.47 -0.40
As 2.47 0.08 0.02 1.16
C 2.55 1.38 1.48 -0.39
C 3.67 2.41 1.35 -0.16
C 3.59 -1.38 0.67 -0.41
C 5.03 -1.01 1.01 -0.15
H 4.22 0.18 -3.40 0.08
H 2.79 -0.70 -2.88 0.03
H 4.36 -1.06 -2.16 0.06
H 2.89 1.64 -1.85 0.06
H 4.42 1.20 -1.08 0.06
H 2.63 0.80 2.40 0.08
H 1.59 1.89 1.47 0.04
H 4.65 1.95 1.29 0.06
H 3.66 3.07 2.22 0.07
H 3.52 3.03 0.47 0.07
H 3.56 -2.16 -0.09 0.05
H 3.07 -1.78 1.54 0.07
H 5.54 -0.53 0.17 0.06
H 5.60 -1.89 1.28 0.07
H 5.07 -0.32 1.86 0.06
F -8.29 -5.36 0.94 0.14
C -8.28 -4.02 0.85 -0.58
F -9.07 -3.69 -0.19 0.13
F -8.86 -3.54 1.96 0.14
C -6.89 -3.49 0.66 -0.13
C -6.17 -3.89 -0.46 -0.01
C -4.89 -3.42 -0.67 -0.03
C -4.30 -2.54 0.25 -0.25
C -5.03 -2.16 1.38 -0.01
C -6.31 -2.63 1.58 0.00
C -2.98 -2.03 0.03 -0.09
C -1.87 -1.59 -0.16 -0.16
H -6.63 -4.58 -1.17 0.13
H -4.33 -3.74 -1.54 0.12
H -4.56 -1.50 2.10 0.12
H -6.87 -2.33 2.46 0.12
S 1.78 -5.23 -0.83 0.69
C 1.22 -3.76 -0.71 -0.89
N 0.80 -2.65 -0.65 -0.17
S -0.01 -0.06 -2.39 0.71
C -1.72 0.03 -2.82 -0.68
N -2.37 1.16 -2.89 0.07
C -3.80 0.92 -3.12 -0.09
C -3.90 -0.63 -3.15 -0.10
N -2.49 -1.02 -3.09 0.04
H -1.95 2.04 -2.49 0.07
H -4.12 1.37 -4.06 0.12
H -4.38 1.36 -2.31 0.12
H -4.36 -0.99 -4.06 0.12
H -4.43 -1.03 -2.29 0.10
H -2.20 -1.93 -2.77 0.13
```

***

# C10H16P2

A cluster of 2 separate species, C10H16P2 in total in a non-equilibrium geometry (the ωB97M-V functional and the def2-TZVPD basis, the OMol25 dataset).

Results
LUMO: -0.71 eV
Orbital gap: 0.29968 Ha
Relative energy (zero: lowest compared OMol25 entry of this formula, charge and spin): 23.0 kcal per mole

Structure (XYZ):
```
28
Properties=species:S:1:pos:R:3:lowdin_charge:R:1
C -4.58 0.71 -0.62 -0.11
C -3.90 -0.36 -1.11 -0.08
C -4.44 1.15 0.72 -0.06
C -2.96 -1.01 -0.29 -0.09
C -3.52 0.50 1.53 -0.08
C -2.85 -0.58 1.00 -0.13
C 2.60 0.83 1.11 -0.10
C 3.93 -0.91 -0.25 -0.17
C 3.04 1.10 -1.40 -0.18
C 2.82 0.12 -0.29 -0.93
P 0.98 -2.08 0.78 0.45
P 1.21 -0.73 -0.71 0.62
H -5.35 1.19 -1.22 0.10
H -4.12 -0.63 -2.13 0.09
H -5.11 1.94 0.76 0.07
H -2.17 -1.70 -0.49 0.06
H -3.40 0.72 2.54 0.08
H 3.64 1.05 1.42 0.09
H 2.00 1.62 0.94 0.03
H 2.25 0.08 1.80 0.01
H 3.89 -1.38 0.82 0.09
H 4.93 -0.47 -0.39 0.07
H 3.94 -1.58 -1.16 0.09
H 3.11 0.70 -2.37 0.05
H 2.21 1.80 -1.47 0.07
H 4.00 1.67 -1.18 0.11
H -0.09 -2.68 0.06 -0.24
H -2.08 -1.05 1.58 0.08
```

***

# C5H11NO

A cluster of 2 separate species, C5H11NO in total (the ωB97M-V functional and the def2-TZVPD basis, the OMol25 dataset).

Results
Structure (SMILES): C/C=C(C)/N=C\O.[H][H]
LUMO: 0.87 eV
Orbital gap: 0.35471 Ha
Relative energy (zero: lowest compared OMol25 entry of this formula, charge and spin): 51.2 kcal per mole

Structure (XYZ):
```
18
Properties=species:S:1:pos:R:3:lowdin_charge:R:1
C -1.82 0.34 -1.26 -0.10
C -0.67 -0.33 -0.57 -0.14
C 0.21 0.22 0.29 -0.40
C 0.22 1.67 0.72 -0.03
N 1.18 -0.55 0.96 0.07
C 2.11 -1.10 0.30 -0.26
O 2.33 -1.05 -1.03 0.04
H -1.78 1.43 -1.18 0.06
H -1.82 0.09 -2.33 0.07
H -2.77 0.00 -0.85 0.08
H -1.35 -1.65 2.56 0.03
H -0.59 -1.41 -0.72 0.11
H 1.59 -0.55 -1.42 0.09
H 1.08 2.19 0.28 0.09
H -0.69 2.20 0.44 0.07
H 0.34 1.71 1.80 0.08
H -0.63 -1.49 2.41 0.01
H 2.88 -1.69 0.80 0.13
```

***

> Which of these has the lowest relative energy (zero: lowest compared OMol25 entry of this formula, charge and spin)?

C10H16P2

***

> Which value of relative energy (zero: lowest compared OMol25 entry of this formula, charge and spin) does entry 1 give?

258.4 kcal per mole